The following is a DFT calculation (wB97M-V/def2-TZVPD) of C39H39AlGeNOPS2 as an isolated structure.

XYZ file:
```
85
Properties=species:S:1:pos:R:3
Al 1.092 -0.685 -0.637
O -0.590 -0.330 0.332
C -1.897 -0.973 0.417
C -1.734 -2.373 0.973
C -0.581 -3.137 0.304
C -0.678 -3.036 -1.189
C -1.307 -4.018 -1.934
C -1.475 -3.841 -3.298
C -1.012 -2.675 -3.881
C -0.376 -1.744 -3.083
N -0.204 -1.913 -1.765
H -0.510 0.346 1.047
H -2.317 -0.962 -0.588
H -2.515 -0.353 1.064
H -2.674 -2.908 0.809
H -1.569 -2.331 2.049
H -0.608 -4.183 0.608
H 0.383 -2.756 0.659
H -1.661 -4.910 -1.438
H -1.964 -4.601 -3.893
H -1.122 -2.484 -4.938
H 0.034 -0.838 -3.506
C -3.097 -0.895 4.689
C -3.783 0.172 4.122
C -3.087 1.180 3.468
C -1.693 1.133 3.366
C -1.018 0.046 3.933
C -1.713 -0.954 4.600
Ge -0.707 2.489 2.391
C -1.860 3.769 1.531
C -1.718 5.138 1.759
C -2.556 6.050 1.131
C -3.544 5.605 0.266
C -3.694 4.246 0.023
C -2.854 3.337 0.648
C 0.776 3.239 3.346
C 1.003 2.925 4.688
C 2.088 3.464 5.364
C 2.959 4.321 4.707
C 2.747 4.638 3.373
C 1.665 4.098 2.695
H -3.642 -1.672 5.208
H -4.860 0.228 4.201
H -3.633 2.015 3.048
H 0.063 -0.017 3.866
H -1.176 -1.777 5.053
H -0.959 5.500 2.441
H -2.440 7.108 1.323
H -4.198 6.317 -0.220
H -4.463 3.898 -0.654
H -2.979 2.279 0.442
H 0.323 2.269 5.218
H 2.249 3.221 6.406
H 3.803 4.744 5.236
H 3.426 5.307 2.860
H 1.518 4.348 1.650
S 1.944 0.534 -2.466
P 3.427 -0.866 -2.302
S 2.742 -2.397 -1.173
C 3.934 -1.428 -3.933
C 4.726 -0.584 -4.713
C 5.094 -0.971 -5.989
C 4.681 -2.201 -6.488
C 3.898 -3.042 -5.711
C 3.519 -2.656 -4.433
C 4.885 -0.119 -1.559
C 5.023 1.260 -1.453
C 6.188 1.796 -0.920
C 7.206 0.957 -0.495
C 7.067 -0.422 -0.597
C 5.909 -0.962 -1.128
H 5.064 0.369 -4.323
H 5.709 -0.318 -6.593
H 4.978 -2.505 -7.483
H 3.587 -4.003 -6.098
H 2.913 -3.311 -3.821
H 4.219 1.911 -1.769
H 6.296 2.868 -0.833
H 8.111 1.377 -0.077
H 7.859 -1.074 -0.257
H 5.798 -2.038 -1.197
C 2.031 0.141 0.873
H 1.807 -0.317 1.843
H 1.795 1.208 0.961
H 3.112 0.060 0.730
```

Summary:
net charge	+1
calculated total energy	-5096.5584	Ha
spin multiplicity	2
HOMO level (spin up / spin down)	-9.14 / -11.31	eV
E_LUMO (spin up / spin down)	-2.5100 / -3.2021	eV